i.
A 4-piece molecular cluster, C3H14NO4 overall, computed with ωB97M-V with the def2-TZVPD basis set.

As for the spin multiplicity: 1. Its total charge is +1. The calculation puts the frontier orbital gap at 10.693 eV. The LUMO energy is -0.1090 hartree.

Element x y z (Å)
O 1.4457 -2.3560 0.8436
C 2.1713 -1.3513 0.6921
C 1.4759 -0.0030 0.6299
N -0.0164 0.0737 0.3600
C -0.7706 1.4139 0.6638
H 3.2197 -1.3861 0.7483
H 1.8821 0.4651 1.5828
H 1.9868 0.5362 -0.1464
H -0.3118 -0.1975 -0.6877
H -0.4859 -0.6189 1.0574
H -1.6508 1.4039 0.1323
H 0.0449 2.1484 0.5025
H -1.0606 1.3352 1.7756
H 3.2096 -0.5385 -2.0791
H 1.7593 -0.6476 -2.5882
O 2.2963 -0.3820 -1.8026
H -3.4141 -0.5348 1.1542
H -2.8228 -0.3028 2.4961
O -2.5363 -0.2698 1.5675
H -2.3924 -0.2822 -2.0440
H -2.1826 1.0382 -2.7925
O -1.8473 0.4559 -2.0657

---

ii.
A 4-piece molecular cluster, C3H14NO4 overall, computed with ωB97M-V with the def2-TZVPD basis set.

As for the spin multiplicity: 1. Its total charge is +1. The calculation puts the frontier orbital gap at 10.940 eV. The LUMO energy is -0.1151 hartree.

Element x y z (Å)
O -0.4776 -0.7749 -1.1543
C -0.6105 -1.2987 -0.0983
C 0.5165 -1.2215 0.9323
N 1.1646 0.1217 0.7617
C 2.1641 0.4396 1.8333
H -1.5360 -1.7526 0.2656
H 0.1798 -1.4361 1.9444
H 1.2839 -1.9608 0.6869
H 1.5247 0.1547 -0.1944
H 0.4203 0.8160 0.7275
H 2.9831 -0.2528 1.6400
H 1.6817 0.2559 2.7850
H 2.5263 1.4536 1.6948
H 0.4411 -4.5694 -0.8298
H 1.5442 -3.9493 -1.6173
O 0.7753 -3.6995 -1.0694
H -2.4366 3.4085 1.0101
H -3.4250 3.6926 -0.1904
O -2.7580 3.1005 0.1696
H -1.2778 3.0229 -1.0574
H -0.0014 2.9188 -1.8871
O -0.4869 2.4892 -1.1694

---

Verdict on stability: i comes out at the bottom.

---

i.
One molecule with the formula C4H6F2O2, computed with ωB97M-V with the def2-TZVPD basis set.

As for the spin multiplicity: 1. Its total charge is 0. The calculation puts the frontier orbital gap at 11.065 eV. The LUMO energy is 0.0272 hartree. Its SMILES is O[C@H]1[C@@H](F)[C@@H](O)[C@H]1F.

Element x y z (Å)
C 1.0531 0.0612 -0.4110
C -0.2208 0.9699 -0.3474
C -1.0670 -0.2659 -0.4857
C 0.2238 -1.1120 -0.0223
H 1.9178 0.3491 1.1930
H 1.4447 -0.2426 -1.4061
H -0.2286 1.9051 -0.9723
H -1.3776 -0.6470 -1.4167
H -1.9521 0.4060 1.1095
H 0.4551 -2.1520 -0.2017
O 2.2248 0.3503 0.3065
O -2.1902 -0.1140 0.2966
F -0.4341 1.3940 0.9728
F 0.1511 -0.9021 1.3846

---

ii.
One molecule with the formula C4H6F2O2, computed with ωB97M-V with the def2-TZVPD basis set.

As for the spin multiplicity: 1. Its total charge is 0. The calculation puts the frontier orbital gap at 9.310 eV. The LUMO energy is 0.0252 hartree. Its SMILES is C/C=C/OC(O)(F)F.

Element x y z (Å)
C -1.4024 0.2674 0.1410
C -0.1261 0.0067 -0.3183
C -2.7244 -0.4017 -0.2263
C 2.3751 -0.0025 0.2010
O 3.3997 0.7898 0.3749
O 0.9412 0.7881 0.2631
F 2.3869 -0.5034 -1.0087
F 2.3164 -0.9719 1.1457
H -1.4409 1.1717 0.8419
H 0.0877 -0.5783 -1.2063
H -2.8737 -1.5264 0.0280
H -3.6907 0.0334 0.0740
H -2.6644 -0.4342 -1.4068
H 3.4156 1.3612 1.0968

---

Verdict on stability: i comes out at the bottom.

---

i.
A 2-piece molecular cluster, CFNOS overall, computed with ωB97M-V with the def2-TZVPD basis set.

As for the spin multiplicity: 1. Its total charge is 0. The calculation puts the frontier orbital gap (alpha / beta) at 5.266 / 5.228 eV. The LUMO energy (alpha / beta) is -0.1750 / -0.1758 hartree.

Element x y z (Å)
C 0.1582 0.6079 1.0993
N 1.2283 0.9759 1.3244
O -0.9707 0.1483 1.0306
F 0.5764 -0.9494 -1.8478
S -0.9922 -0.7827 -1.6065

---

ii.
A 2-piece molecular cluster, CFNOS overall, computed with ωB97M-V with the def2-TZVPD basis set.

As for the spin multiplicity: 1. Its total charge is 0. The calculation puts the frontier orbital gap (alpha / beta) at 6.691 / 6.695 eV. The LUMO energy (alpha / beta) is -0.1503 / -0.1499 hartree.

Element x y z (Å)
C -1.0434 -0.1091 0.0207
N -1.6944 0.8129 0.3102
O -0.4481 -1.0579 -0.4504
F 1.5279 0.3678 0.8338
S 1.6580 -0.0138 -0.7143

---

Verdict on stability: i comes out at the bottom.

---

i.
A 2-piece molecular cluster, CH3F2O2P overall, computed with ωB97M-V with the def2-TZVPD basis set.

As for the spin multiplicity: 1. Its total charge is 0. The calculation puts the frontier orbital gap (alpha / beta) at 10.164 / 7.188 eV. The LUMO energy (alpha / beta) is -0.0171 / -0.0339 hartree.

Element x y z (Å)
C 0.6600 0.1915 1.4523
O 0.7389 -1.1058 0.7506
O 0.9961 -0.9890 -0.5817
F -2.0223 0.5001 -1.2946
F -0.8994 0.4013 -3.3366
P -1.3453 -0.6145 -2.2123
H 0.6884 0.1622 2.5686
H -0.2956 0.6818 1.3568
H 1.4792 0.7723 1.2967

---

ii.
A 2-piece molecular cluster, CH3F2O2P overall, computed with ωB97M-V with the def2-TZVPD basis set.

As for the spin multiplicity: 1. Its total charge is 0. The calculation puts the frontier orbital gap at 11.321 eV. The LUMO energy is 0.0208 hartree. Its SMILES is OP(F)F.C=O.

Element x y z (Å)
C -0.2547 0.4130 -2.0077
O -0.2433 0.5114 1.7010
O -0.8567 0.8672 -1.1163
F 1.7596 -0.8172 1.0066
F 0.4486 -1.3542 2.7176
P 0.1280 -0.9335 1.2053
H -1.1376 0.8569 1.2664
H -0.2690 0.9602 -3.0037
H 0.4252 -0.5039 -1.7692

---

Verdict on stability: i comes out at the bottom.

---

i.
C35H31BF2IrN4O2 as an isolated structure, computed with ωB97M-V with the def2-TZVPD basis set.

As for the spin multiplicity: 2. Its total charge is +2. The calculation puts the frontier orbital gap (alpha / beta) at 7.121 / 6.217 eV. The LUMO energy (alpha / beta) is -0.2311 / -0.2641 hartree. As for the expectation value of S²: 0.754.

Element x y z (Å)
Ir 0.6703 0.3671 -0.6082
N 2.8437 0.5669 0.4689
C 3.5876 -0.6168 0.1472
C 4.7281 -0.9877 0.8021
C 5.4434 -2.1358 0.4115
C 5.0070 -2.8852 -0.6394
C 3.8204 -2.5350 -1.3280
C 3.3226 -3.3174 -2.3888
C 2.1450 -2.9688 -2.9844
C 1.4643 -1.8385 -2.5246
N 1.9019 -1.0570 -1.5466
C 3.0948 -1.3908 -0.9314
H 3.1539 1.3257 -0.1380
H 2.9912 0.8913 1.4207
H 5.0964 -0.3792 1.6190
H 6.3460 -2.4054 0.9412
H 5.5530 -3.7620 -0.9600
H 3.8746 -4.1919 -2.7080
H 1.7207 -3.5452 -3.7924
H 0.5257 -1.5655 -2.9779
N -0.3890 1.1833 1.0113
C -0.7296 2.5822 1.2674
C -1.6921 2.8327 2.2358
C -2.1192 4.1264 2.4714
C -1.5975 5.1586 1.7056
C -0.6132 4.8996 0.7711
C -0.1172 3.6062 0.5617
C 1.0324 3.4141 -0.3521
C 1.9578 4.4547 -0.4595
C 2.9654 4.4454 -1.4101
C 3.0634 3.3875 -2.2952
C 2.1967 2.3105 -2.1626
C 1.2206 2.2769 -1.1578
H -1.2767 0.6732 0.9669
H 0.1252 0.8102 1.8096
H -2.1046 2.0088 2.8052
H -2.8615 4.3242 3.2317
H -1.9522 6.1706 1.8428
H -0.2223 5.7127 0.1760
H 1.8860 5.2911 0.2226
H 3.6526 5.2779 -1.4703
H 3.8140 3.3836 -3.0737
H 2.3064 1.4700 -2.8348
F 0.1787 0.6045 -3.4935
B -0.3562 0.8354 -2.3013
F -1.6051 1.2447 -2.2754
C -3.3039 -1.1228 2.9570
O -3.1308 -1.4740 1.5868
C -3.5837 -0.6176 0.6403
C -4.0168 0.6774 0.9091
C -4.5259 1.4756 -0.1049
C -4.6537 0.9779 -1.3930
C -4.2486 -0.3126 -1.6656
C -3.6789 -1.1085 -0.6765
N -3.3320 -2.4233 -1.0345
C -2.6782 -3.3770 -0.3688
C -1.4924 -3.3058 0.3751
C -1.1841 -4.4594 1.1514
C -0.0931 -4.5150 1.9711
C 0.7559 -3.3968 2.0196
C 0.5213 -2.2829 1.2522
C -0.5946 -2.1942 0.3867
O -0.7630 -1.1928 -0.4304
H -2.9300 -1.9671 3.5292
H -4.3569 -0.9565 3.1876
H -2.7262 -0.2315 3.2135
H -3.9998 1.0518 1.9202
H -4.8541 2.4797 0.1264
H -5.0772 1.5847 -2.1794
H -4.3897 -0.7240 -2.6583
H -3.6999 -2.7069 -1.9347
H -3.1290 -4.3613 -0.4565
H -1.8618 -5.3019 1.0895
H 0.1183 -5.3892 2.5677
H 1.6264 -3.4219 2.6633
H 1.2287 -1.4582 1.2802

---

ii.
C35H31BF2IrN4O2 as an isolated structure, computed with ωB97M-V with the def2-TZVPD basis set.

As for the spin multiplicity: 2. Its total charge is +2. The calculation puts the frontier orbital gap (alpha / beta) at 5.065 / 5.027 eV. The LUMO energy (alpha / beta) is -0.2486 / -0.2486 hartree. As for the expectation value of S²: 0.757.

Element x y z (Å)
Ir -0.8199 1.0151 -0.0347
N 0.6758 -0.6119 -1.0900
C 0.5208 -0.5400 -2.5297
C 0.9253 -1.4530 -3.4297
C 0.5327 -1.3602 -4.8201
C -0.3484 -0.4313 -5.2282
C -0.8766 0.5603 -4.3087
C -1.8935 1.4006 -4.6372
C -2.4256 2.4418 -3.7043
C -1.6558 2.3288 -2.3820
N -0.4951 1.5211 -2.1110
C -0.2693 0.5852 -2.9719
H 0.4447 -1.5474 -0.7675
H 1.6285 -0.4231 -0.7877
H 1.5206 -2.3045 -3.1199
H 0.9184 -2.0956 -5.5116
H -0.7058 -0.4158 -6.2500
H -2.2875 1.3563 -5.6481
H -2.4424 3.4194 -4.1905
H -1.5761 3.2780 -1.8629
N -1.3180 1.6050 1.9084
C -1.8745 2.9406 2.1688
C -1.3693 3.6204 3.2604
C -1.8939 4.8548 3.6136
C -2.9367 5.3761 2.8714
C -3.4218 4.6953 1.7662
C -2.8942 3.4671 1.3611
C -3.2917 2.8091 0.1029
C -4.2728 3.4671 -0.8075
C -4.4310 3.2339 -2.1209
C -3.7306 2.1115 -2.8371
C -2.7839 1.4618 -1.8251
C -2.6375 1.7393 -0.3847
H -0.5701 1.4598 2.5792
H -2.0428 0.9212 2.1476
H -0.5696 3.1832 3.8490
H -1.4959 5.3909 4.4636
H -3.3730 6.3272 3.1442
H -4.2236 5.1482 1.2037
H -4.9064 4.2305 -0.3776
H -5.1688 3.8128 -2.6635
H -4.4461 1.4475 -3.3255
H -2.6024 0.4177 -2.0800
F 1.1009 -1.4005 4.3268
B 0.5178 -1.1360 3.1691
F -0.7957 -1.1825 3.0722
C 3.6826 -3.9202 -0.8195
O 3.1004 -3.5408 0.4347
C 1.7811 -3.7411 0.6057
C 0.8756 -3.9933 -0.4222
C -0.4677 -4.2015 -0.1390
C -0.9390 -4.1825 1.1658
C -0.0464 -3.9645 2.2000
C 1.2925 -3.7277 1.9207
N 2.2115 -3.6348 3.0153
C 3.2143 -2.8295 3.1724
C 3.5103 -1.6013 2.4835
C 4.8837 -1.3133 2.3771
C 5.3384 -0.1973 1.7093
C 4.4130 0.6899 1.1729
C 3.0531 0.4625 1.3189
C 2.5938 -0.6724 1.9645
O 1.2254 -0.7774 2.0668
H 4.7561 -3.8449 -0.6815
H 3.3712 -3.2373 -1.6114
H 3.4117 -4.9447 -1.0742
H 1.2251 -4.0651 -1.4419
H -1.1502 -4.4056 -0.9537
H -1.9824 -4.3648 1.3781
H -0.3854 -3.9803 3.2297
H 2.1214 -4.3732 3.7066
H 3.9028 -3.1184 3.9610
H 5.5945 -2.0028 2.8161
H 6.3985 -0.0067 1.6249
H 4.7488 1.5833 0.6631
H 2.3259 1.1798 0.9552

---

Verdict on stability: ii comes out at the bottom.